(1)
The following is a quantum chemistry calculation of a molecular structure, C32H42Cl2IrN3O2Sb, from the Open Molecules 2025 dataset.

```
83
Properties=species:S:1:pos:R:3
Ir -0.006 1.617 -0.100
Sb -0.889 -0.253 -2.062
Cl -0.754 4.928 -3.555
Cl -4.842 6.964 -0.723
O -1.587 1.829 1.014
O -0.731 2.884 -1.501
N 2.640 -1.842 5.657
N 0.912 0.468 1.342
N 3.968 -2.522 3.992
C 5.633 -4.431 6.685
C -1.846 -1.689 0.471
C 0.074 -2.824 -0.686
C -2.423 2.784 0.861
C 3.564 -2.693 6.226
C -2.493 3.762 -0.126
C 2.943 -1.780 4.322
C 1.067 -0.254 3.615
C -1.632 3.778 -1.269
C 2.044 -0.215 1.084
C -2.432 1.541 -4.026
C 3.759 -3.123 7.538
C 0.839 -0.219 -3.432
C 4.805 -3.994 7.741
C -2.713 0.322 -3.157
C 2.030 -0.950 -2.834
C -3.161 -0.842 -4.041
C 0.410 -0.875 -4.741
C 1.187 1.254 -3.631
C -3.769 0.637 -2.101
C 0.452 0.457 2.608
C -2.778 5.783 -2.009
C 5.436 -4.004 5.395
C 4.378 -3.114 5.166
C -3.640 5.744 -0.892
C -2.240 -2.987 -1.627
C -1.811 4.837 -2.199
C 2.713 -0.944 2.031
C 2.221 -0.988 3.340
C -3.507 4.760 0.034
C -1.256 -2.108 -0.868
C 0.984 3.241 0.667
H 1.999 1.316 -4.362
H 2.864 -0.860 -3.537
H -2.009 2.371 -3.471
H -2.355 -3.914 -1.057
H 2.419 -0.153 0.072
H -0.438 1.033 2.800
H -3.514 -1.698 -3.474
H 0.457 3.543 1.574
H 3.618 -1.481 1.785
H -4.708 0.879 -2.608
H 5.001 -4.358 8.741
H 6.067 -4.329 4.579
H -2.769 -1.115 0.361
H -2.882 6.584 -2.730
H 1.928 -1.334 6.150
H -4.161 4.737 0.895
H -2.393 -1.174 -4.739
H 6.440 -5.115 6.906
H -2.093 -2.597 1.029
H 2.357 -0.497 -1.898
H -1.144 -1.114 1.069
H -3.494 1.503 -1.493
H -4.002 -0.483 -4.642
H -1.775 1.309 -4.863
H 0.478 -3.191 -1.629
H -0.396 -0.337 -5.236
H -0.098 -3.698 -0.050
H 0.974 4.037 -0.075
H -3.967 -0.210 -1.441
H 0.358 1.854 -4.002
H 0.631 -0.218 4.603
H 1.549 1.721 -2.709
H 3.130 -2.794 8.354
H 0.113 -1.918 -4.608
H -3.384 1.874 -4.450
H -1.889 -3.261 -2.623
H -3.228 -2.536 -1.705
H 1.266 -0.869 -5.423
H -3.185 2.814 1.641
H 1.855 -2.011 -2.673
H 0.822 -2.203 -0.191
H 2.007 2.955 0.916
```

Output
**Net charge**: +2
**F_max**: 0.349 eV/Å
**Spin multiplicity**: 2
**Energy above the lowest of the compared OMol25 structures with the same formula, charge and spin**: 0.840 eV

(2)
The following is a quantum chemistry calculation of a molecular structure, C32H42N5O7SSbTa, from the Open Molecules 2025 dataset.

```
89
Properties=species:S:1:pos:R:3
Ta -0.028 -0.031 0.165
Sb 0.774 2.664 1.263
S -2.070 1.778 -0.188
O 1.923 -0.179 0.740
O 0.547 1.087 -1.362
O -1.183 -0.971 -1.144
O -0.011 -0.064 2.394
O -1.780 -0.767 1.425
O -3.306 -1.232 -2.904
O 0.887 1.691 -3.480
N 1.587 -1.277 -1.775
N 0.420 -2.132 0.665
N -4.030 -0.031 -0.064
N 1.604 -2.351 1.357
N -4.161 1.640 -1.712
C 4.526 -0.238 1.783
C -1.806 -2.134 -1.220
C -3.201 -4.560 -1.406
C -2.127 -4.454 -0.557
C 5.750 -0.215 2.434
C 3.157 -2.704 -2.861
C -1.162 -0.569 2.515
C 6.060 -1.197 3.363
C 5.148 -2.209 3.638
C 1.799 -0.373 -2.727
C -0.093 4.480 0.543
C 2.846 3.061 0.909
C -5.439 1.371 -2.362
C -5.203 -0.847 -0.356
C 2.254 -2.425 -1.845
C 0.618 2.911 3.374
C -0.254 -3.193 0.384
C 3.929 -2.242 2.986
C 2.318 -1.273 1.356
C -2.340 -0.563 -3.729
C -2.874 -2.274 -2.130
C 1.031 0.910 -2.579
C 3.335 2.631 -0.473
C -3.557 1.027 -0.697
C 3.364 -1.758 -3.852
C -0.839 3.052 3.809
C 0.209 4.710 -0.936
C -1.732 -0.946 3.836
C 3.613 -1.252 2.057
C -1.421 -3.244 -0.451
C 2.662 -0.565 -3.791
C -3.562 -3.468 -2.200
H -5.561 2.115 -3.144
H 1.088 2.036 3.823
H 0.135 -4.127 0.785
H 7.013 -1.176 3.873
H 4.061 -1.947 -4.658
H -2.802 -0.754 3.854
H 3.200 1.560 -0.623
H 2.767 0.214 -4.533
H 3.684 -3.647 -2.867
H -1.571 -1.262 -4.064
H 4.279 0.518 1.053
H -5.450 0.387 -2.825
H 0.312 5.283 1.163
H -2.886 -0.192 -4.593
H -5.186 -1.684 0.337
H 6.462 0.569 2.214
H 3.211 -3.024 3.190
H -1.225 -0.412 4.635
H -1.577 -2.018 3.975
H 4.397 2.858 -0.589
H 2.799 3.145 -1.271
H -6.127 -0.294 -0.197
H -1.289 3.959 3.403
H -6.271 1.474 -1.669
H 2.067 -3.149 -1.061
H 3.393 2.548 1.702
H -1.444 2.209 3.467
H -4.384 -3.541 -2.901
H -3.409 -0.372 0.666
H -3.750 -5.487 -1.485
H -0.299 5.608 -1.292
H -0.921 3.102 4.895
H -1.166 4.425 0.727
H 1.203 3.788 3.654
H 1.276 4.854 -1.106
H -5.171 -1.243 -1.368
H -1.868 0.264 -3.199
H 2.985 4.133 1.062
H -0.118 3.871 -1.552
H -1.811 -5.299 0.042
H -3.620 2.407 -2.078
H 5.391 -2.973 4.363
```

Output
**Net charge**: +1
**F_max**: 0.519 eV/Å
**Energy above the lowest of the compared OMol25 structures with the same formula, charge and spin**: 0.000 eV

(3)
The following is a quantum chemistry calculation of a molecular structure, C32H43As2Br2N5O9Ti, from the Open Molecules 2025 dataset.

```
94
Properties=species:S:1:pos:R:3
Br -1.351 0.588 -6.886
Br -4.792 1.753 -2.561
As -0.437 -2.776 3.409
As 1.596 -1.490 0.447
Ti -0.645 1.097 0.189
O -1.124 -5.567 2.572
O 0.239 -4.338 -1.309
O -2.108 1.525 -0.983
O 2.379 -4.393 -0.624
O 0.933 1.623 2.982
O -1.726 0.778 1.694
O 0.543 -5.992 1.132
O -2.836 -0.358 3.160
O 1.189 1.574 0.808
N 0.242 0.980 -1.839
N 2.880 4.014 0.079
N -0.646 4.211 -2.178
N -1.268 3.220 0.904
N -1.297 -0.895 -0.407
C 1.184 5.436 -1.148
C 0.525 -0.451 1.739
C 1.838 0.583 -3.567
C -1.834 -1.780 -0.898
C 0.842 -3.272 0.742
C -2.508 -2.872 -1.583
C 2.719 -5.167 -1.792
C -0.734 1.022 -2.791
C -2.210 -2.824 -3.086
C 1.094 -4.082 -0.496
C -0.480 0.822 -4.158
C 1.418 4.313 -0.162
C -1.675 -0.265 2.535
C -0.325 5.442 -1.457
C 0.970 0.859 1.896
C -0.746 4.617 0.990
C 0.860 0.593 -4.528
C 1.485 0.770 -2.225
C -2.845 1.136 -4.558
C 0.766 4.596 1.175
C -0.217 -5.189 1.877
C 0.161 -7.383 1.147
C -0.523 -1.004 2.617
C -3.046 -1.193 4.305
C 0.216 -3.748 1.814
C 1.265 -2.666 4.384
C 3.262 -1.744 1.456
C -2.025 1.306 -2.286
C -1.147 5.538 -0.169
C -3.066 1.358 -3.178
C 0.976 1.022 4.292
C -1.595 0.875 -5.040
H -2.208 5.407 -0.400
H 2.873 0.409 -3.825
H 2.175 -6.108 -1.780
H -1.147 -2.979 -3.263
H 1.553 0.101 4.267
H 1.646 -3.677 4.526
H -0.856 -7.495 0.780
H -0.540 6.338 -2.047
H 2.926 3.144 0.622
H 3.986 -2.186 0.773
H 1.029 3.398 -0.601
H 1.033 3.844 1.919
H -3.170 -2.231 4.013
H 1.738 5.275 -2.078
H -3.957 -0.819 4.761
H 2.231 0.719 -1.442
H -3.688 1.180 -5.233
H 3.391 3.884 -0.795
H 1.105 0.432 -5.570
H 3.139 -2.400 2.312
H -2.760 -3.620 -3.583
H 1.093 5.575 1.541
H -0.034 0.817 4.637
H 1.491 6.401 -0.735
H 1.065 -2.240 5.366
H -2.144 -3.801 -1.143
H 1.457 1.755 4.933
H 3.787 -5.339 -1.727
H 2.017 -2.070 3.874
H -1.473 2.921 1.855
H -1.652 4.094 -2.249
H -2.213 -1.101 5.004
H -0.301 4.259 -3.132
H -2.174 3.228 0.437
H 3.340 4.759 0.606
H -3.575 -2.774 -1.375
H -2.518 -1.871 -3.519
H 3.633 -0.769 1.778
H -1.182 5.055 1.891
H 0.226 -7.774 2.160
H 2.467 -4.614 -2.695
H -1.052 6.560 0.204
H 0.867 -7.886 0.495
```

Output
**Net charge**: +2
**F_max**: 0.578 eV/Å
**Energy above the lowest of the compared OMol25 structures with the same formula, charge and spin**: 0.260 eV

(4)
The following is a quantum chemistry calculation of a molecular structure, C32H43B3F15IO13, from the Open Molecules 2025 dataset.

```
107
Properties=species:S:1:pos:R:3
I 2.737 3.325 -6.142
F 3.331 -7.193 1.483
F -0.216 -4.252 0.231
F -4.477 11.137 3.843
F 3.495 6.408 2.259
F -4.632 10.528 1.768
F 2.068 5.479 3.589
F -0.940 -2.621 1.456
F -1.897 -4.559 1.556
F 2.546 -5.433 0.505
F 0.201 -10.543 7.417
F -0.173 -8.791 6.206
F 0.869 -10.492 5.362
F -3.977 12.529 2.266
F 4.635 -5.956 0.279
F 1.433 7.074 2.276
O -1.893 -10.076 4.681
O 1.435 0.813 -4.888
O 0.310 2.798 -4.349
O -2.378 9.622 3.308
O -1.567 11.342 2.096
O 1.837 3.787 1.503
O 2.826 -6.504 -1.889
O -1.952 -11.687 6.260
O 0.246 -5.648 2.682
O 1.750 5.573 0.127
O 3.077 -8.499 -0.865
O -0.843 0.758 -4.226
O 0.966 -3.552 3.102
C 3.071 -7.305 -0.865
C 0.895 -0.375 -2.677
C 0.266 -4.337 2.535
C 1.175 -6.201 3.637
C -3.125 -10.555 4.104
C 2.528 -7.150 -3.144
C -2.074 2.729 -5.390
C 2.230 -2.109 -1.647
C -4.324 -10.021 4.855
C -0.114 -10.128 6.197
C 1.050 7.307 -4.512
C 1.902 4.960 1.289
C 3.399 -6.458 0.377
C -3.916 11.256 2.636
C -1.738 4.038 -6.135
C 0.013 4.360 -1.079
C -1.009 5.869 -4.451
C -0.236 9.625 4.472
C 0.749 -0.778 -0.285
C -2.456 10.765 2.645
C 0.364 -0.072 -1.421
C 1.839 -1.412 -2.784
C -0.723 -3.932 1.428
C -1.448 -10.740 5.736
C -2.112 5.308 -5.361
C 1.696 -1.799 -0.401
C 2.227 5.999 2.377
C -0.408 7.199 -4.940
C 1.478 4.721 -1.006
C 1.074 -7.561 -3.211
C -1.072 9.013 3.370
C 0.621 -6.149 5.043
B -0.882 2.078 -4.628
B 1.357 2.163 -4.992
B 0.467 0.388 -3.949
H -1.253 7.959 3.568
H 2.966 -2.896 -1.730
H 0.847 -7.973 -4.193
H 1.130 7.208 -3.428
H -0.969 8.013 -4.492
H 1.321 -7.231 3.323
H 0.335 -0.549 0.682
H -0.189 5.163 -4.340
H -2.294 4.039 -7.069
H 2.109 3.834 -0.961
H -0.180 3.785 -1.984
H -0.580 9.091 2.402
H 3.195 -7.998 -3.288
H -0.348 -6.641 5.086
H -0.606 5.259 -1.094
H -2.930 2.897 -4.738
H -0.359 0.724 -1.313
H -0.758 9.562 5.427
H -4.293 -8.932 4.897
H 1.638 6.498 -4.936
H -0.452 7.219 -6.026
H -0.034 10.677 4.272
H 0.486 -5.119 5.375
H -0.289 3.764 -0.216
H -1.423 6.002 -3.453
H -5.244 -10.327 4.359
H -3.119 -10.193 3.078
H 1.776 5.300 -1.879
H 1.301 -6.647 5.731
H -2.401 6.070 -6.083
H 0.715 9.100 4.554
H -0.685 4.067 -6.408
H -4.343 -10.394 5.879
H 2.005 -2.360 0.467
H 1.488 8.268 -4.769
H -2.424 1.998 -6.119
H -3.119 -11.644 4.076
H 0.844 -8.315 -2.459
H 2.756 -6.409 -3.906
H -3.013 5.114 -4.782
H 2.255 -1.651 -3.749
H 0.427 -6.702 -3.032
H 2.133 -5.691 3.557
```

Output
**F_max**: 1.060 eV/Å

no.,E (eV)
1,-76836.8990
2,-74573.4982
3,-344626.5349
4,-111401.6134